(1)
52
Properties=species:S:1:pos:R:3:lowdin_charge:R:1 method="wB97M-V/def2-TZVPD" energy_ha=-1602.440461 e_homo_ev=-8.80 multiplicity=1 e_lumo_ev=0.44 homo_lumo_gap_ev=9.2
C 5.31166 1.71238 -0.04803 -0.08
O 4.49059 2.62300 0.64532 -0.08
C 3.22598 2.25390 0.96396 -0.27
C 2.47328 3.20692 1.65965 0.01
C 1.17388 2.93287 2.02928 -0.05
C 0.61898 1.70634 1.71064 -0.28
S -1.07767 1.34685 2.12275 0.66
O -1.58141 2.39829 2.96327 -0.29
O -1.18556 -0.01284 2.56722 -0.28
N -1.75750 1.44166 0.60222 -0.06
C -2.64333 0.39267 0.12892 -0.28
C -2.22702 0.15544 -1.33022 -0.47
O -2.64456 0.82085 -2.25665 0.07
N -1.32524 -0.83273 -1.46790 0.08
C -0.61016 -1.07885 -2.69556 -0.16
C 0.90527 -0.96753 -2.46927 -0.11
C 1.40210 -2.06320 -1.56912 -0.28
C 2.37505 -2.96956 -1.97899 -0.02
C 2.78515 -3.95818 -1.09960 -0.06
C 2.21091 -4.01813 0.16082 -0.06
C 1.24366 -3.07867 0.47881 -0.12
N 0.85559 -2.13259 -0.35800 0.07
C -4.13138 0.74294 0.26250 -0.38
C -4.97999 -0.40629 -0.27745 -0.06
C -4.48060 1.03155 1.71958 -0.06
C 1.34682 0.75659 1.02617 -0.06
C 2.65229 1.02285 0.64920 0.00
H 6.26512 2.22077 -0.18121 0.09
H 4.89503 1.46225 -1.02872 0.10
H 5.46811 0.79449 0.52688 0.10
H 2.93773 4.15112 1.89474 0.12
H 0.57649 3.64910 2.57021 0.11
H -2.07082 2.37164 0.37372 0.13
H -2.41128 -0.48389 0.74022 0.14
H -0.91746 -1.28050 -0.65264 0.10
H -0.85362 -2.07929 -3.07279 0.13
H -0.94514 -0.33593 -3.42364 0.12
H 1.42067 -1.01421 -3.42899 0.11
H 1.11008 0.00020 -2.00473 0.12
H 2.80139 -2.90032 -2.96835 0.11
H 3.54051 -4.67231 -1.39427 0.11
H 2.50311 -4.77210 0.87408 0.10
H 0.75454 -3.07005 1.44413 0.12
H -4.31897 1.63306 -0.34852 0.14
H -4.75951 -0.58210 -1.32708 0.08
H -6.03653 -0.16734 -0.18330 0.08
H -4.78134 -1.31927 0.28029 0.09
H -3.85318 1.81848 2.13171 0.06
H -5.52090 1.33790 1.80417 0.08
H -4.33093 0.13826 2.32279 0.09
H 0.89156 -0.19353 0.79485 0.08
H 3.20854 0.26705 0.11692 0.10

=====

(2)
52
Properties=species:S:1:pos:R:3:lowdin_charge:R:1 method="wB97M-V/def2-TZVPD" energy_ha=-1602.391979 e_homo_ev=-8.00 multiplicity=1 e_lumo_ev=0.62 homo_lumo_gap_ev=8.6
C -5.50526 -1.44483 2.18419 -0.39
S -4.91933 0.15183 1.54173 0.94
C -3.97505 -0.31325 0.12892 -0.45
C -3.81558 -1.60301 -0.34475 -0.09
C -3.03953 -1.83718 -1.46949 -0.09
C -2.42515 -0.78751 -2.12103 -0.09
C -2.57225 0.51109 -1.65200 -0.01
C -3.34839 0.75485 -0.53380 -0.30
O -3.59590 1.98451 0.01901 -0.09
C -2.82316 3.07897 -0.39527 -0.11
C -1.37265 2.87988 -0.09474 -0.23
C -0.74281 2.11415 0.84434 0.09
C 0.63260 2.33995 0.58788 -0.19
C 1.78263 1.69199 1.26743 -0.44
O 1.62346 0.82562 2.10697 0.07
N 2.97829 2.17557 0.87377 0.08
C 4.19083 1.43454 1.11472 -0.14
C 4.42017 0.42601 -0.03007 -0.17
N 3.25779 -0.43201 -0.12987 -0.18
C 2.49444 -0.33203 -1.35430 -0.19
C 1.10235 -0.91098 -1.11877 -0.17
C 1.20877 -2.36711 -0.68266 -0.14
C 2.13382 -2.50432 0.53889 -0.38
O 1.54191 -2.04638 1.72184 -0.02
C 3.47404 -1.80909 0.25721 -0.13
N 0.78109 3.16683 -0.42119 0.12
O -0.45368 3.50606 -0.84940 0.03
H -4.65984 -2.07593 2.44069 0.04
H -6.15298 -1.92624 1.45760 0.04
H -6.07153 -1.20715 3.07906 0.03
H -4.28579 -2.43394 0.15465 0.09
H -2.91940 -2.84704 -1.83039 0.10
H -1.82826 -0.96831 -3.00170 0.10
H -2.07871 1.31750 -2.17175 0.12
H -3.21099 3.92905 0.17740 0.15
H -2.95240 3.29586 -1.46506 0.14
H -1.16895 1.48613 1.59644 0.14
H 2.96500 2.82548 0.10037 0.13
H 4.05147 0.89202 2.05155 0.12
H 5.03292 2.12358 1.20389 0.12
H 5.32925 -0.14851 0.17583 0.12
H 4.57569 0.97599 -0.96500 0.12
H 2.41121 0.72082 -1.63644 0.11
H 2.98384 -0.87609 -2.18537 0.13
H 0.50872 -0.83105 -2.03045 0.10
H 0.60226 -0.33655 -0.33777 0.10
H 0.22218 -2.75445 -0.42533 0.11
H 1.61584 -2.96875 -1.49862 0.12
H 2.32648 -3.57201 0.71253 0.14
H 1.58683 -1.07610 1.76022 0.05
H 4.06784 -1.82465 1.17352 0.13
H 4.01589 -2.37378 -0.52546 0.13

=====

(3)
52
Properties=species:S:1:pos:R:3:lowdin_charge:R:1 method="wB97M-V/def2-TZVPD" energy_ha=-1279.565296 e_homo_ev=-8.12 multiplicity=1 e_lumo_ev=0.52 homo_lumo_gap_ev=8.6
C 5.18124 -3.51449 3.72329 -0.06
C 4.32712 -2.51331 2.96216 -0.25
O 3.11091 -3.15648 2.63172 -0.02
C 2.16873 -2.48153 1.94604 -0.18
C 2.28063 -1.16973 1.52215 0.06
C 1.23798 -0.56673 0.81878 -0.18
N 1.32610 0.73683 0.38503 0.18
C 0.34237 1.39359 -0.30455 -0.47
O 0.49313 2.53985 -0.67403 0.07
N -0.80823 0.67348 -0.54176 0.07
C -1.87036 1.36890 -1.25588 -0.11
C -1.64438 1.32973 -2.76679 -0.13
C -2.53903 2.34538 -3.48169 -0.14
N -2.28320 3.69528 -3.05770 -0.07
C -0.98944 4.32555 -3.21529 -0.14
C -1.28580 5.80049 -2.92980 -0.15
C -2.47546 5.73607 -1.97475 -0.08
C -3.15555 4.42070 -2.32576 -0.48
O -4.27188 4.06904 -2.01105 0.06
C -1.01694 -0.65924 -0.19433 -0.36
O -2.04953 -1.22356 -0.48967 0.09
C 0.08042 -1.28468 0.53700 -0.07
C -0.03286 -2.61456 0.96149 0.06
C 0.98487 -3.22296 1.65920 -0.18
O 0.99818 -4.50292 2.10563 -0.03
C -0.15517 -5.30752 1.94604 -0.23
C -1.25488 -4.96974 2.94804 -0.06
H 5.36634 -4.38761 3.10434 0.08
H 4.66310 -3.83333 4.62304 0.08
H 6.12941 -3.06076 3.99691 0.08
H 4.12898 -1.63032 3.58560 0.13
H 4.84306 -2.19075 2.04710 0.13
H 3.16867 -0.59380 1.72848 0.11
H 2.16517 1.26935 0.56938 0.16
H -2.81285 0.88503 -0.99731 0.13
H -1.87892 2.40270 -0.90590 0.13
H -1.85823 0.32947 -3.14499 0.12
H -0.59787 1.56110 -2.97651 0.11
H -3.59028 2.14584 -3.25796 0.13
H -2.38186 2.26949 -4.56426 0.13
H -0.60668 4.15707 -4.22545 0.13
H -0.27356 3.92163 -2.48924 0.10
H -0.42746 6.31437 -2.50244 0.11
H -1.57440 6.31031 -3.85018 0.11
H -3.16485 6.57249 -2.06885 0.12
H -2.15043 5.67564 -0.93403 0.12
H -0.94943 -3.12283 0.71115 0.12
H 0.20543 -6.32493 2.12076 0.12
H -0.53084 -5.24390 0.91779 0.12
H -0.86655 -5.04823 3.96035 0.08
H -1.62482 -3.95896 2.79760 0.07
H -2.08009 -5.66650 2.83108 0.08

=====

(4)
53
Properties=species:S:1:pos:R:3:lowdin_charge:R:1 method="wB97M-V/def2-TZVPD" energy_ha=-1677.710655 e_homo_ev=-8.75 multiplicity=1 e_lumo_ev=0.50 homo_lumo_gap_ev=9.2
C 2.80958 3.14862 -1.07594 -0.04
C 3.12848 1.70578 -1.44104 -0.19
O 2.07231 0.82760 -1.04680 -0.04
C 1.16672 0.50192 -1.96727 -0.44
O 1.12862 0.97299 -3.08150 0.11
C 0.18288 -0.45564 -1.44501 -0.06
C 0.34431 -1.41825 -0.40262 -0.19
S 1.82272 -1.90496 0.44759 0.69
O 2.99603 -1.53226 -0.28040 -0.26
O 1.68044 -3.28287 0.83219 -0.30
N 1.70839 -1.04123 1.89315 -0.12
C 2.45228 0.19575 2.01378 -0.12
C 1.55797 1.43206 1.88584 -0.49
O 1.91381 2.53291 2.25373 0.05
N 0.36716 1.16530 1.33018 0.07
C -0.58811 2.17224 0.93952 -0.11
C -1.98309 1.61499 0.91649 -0.20
C -2.91955 2.11124 0.01832 -0.05
C -4.20697 1.60440 -0.00996 -0.09
C -4.57336 0.58911 0.85725 -0.10
C -3.64606 0.08989 1.75632 -0.09
C -2.35998 0.59945 1.78698 -0.04
C -0.87594 -2.03158 -0.22417 -0.24
C -1.27589 -3.09788 0.72573 0.00
N -1.76270 -1.47054 -1.09822 -0.03
C -3.14082 -1.85841 -1.22222 0.00
C -1.13521 -0.53035 -1.85770 -0.19
C -1.83039 0.24666 -2.91325 0.01
H 3.65540 3.78013 -1.33198 0.08
H 1.93874 3.48975 -1.63166 0.08
H 2.61162 3.23817 -0.01051 0.06
H 3.28029 1.60705 -2.52063 0.12
H 4.01335 1.34879 -0.91015 0.13
H 1.83037 -1.68097 2.66083 0.11
H 2.99236 0.25351 2.96029 0.14
H 3.18469 0.24278 1.19976 0.11
H 0.22904 0.22914 0.97486 0.08
H -0.50810 2.99510 1.65982 0.14
H -0.33684 2.57498 -0.05120 0.13
H -2.63728 2.90520 -0.65809 0.12
H -4.92722 2.00320 -0.70966 0.11
H -5.57781 0.19298 0.83560 0.10
H -3.93015 -0.69375 2.44424 0.10
H -1.64342 0.21648 2.49831 0.12
H -1.83031 -3.88276 0.21399 0.09
H -1.90537 -2.69203 1.51864 0.08
H -0.38058 -3.52787 1.16339 0.06
H -3.70814 -1.05032 -1.67714 0.09
H -3.55607 -2.06373 -0.23717 0.09
H -3.23615 -2.75324 -1.84249 0.11
H -1.10791 0.89380 -3.40105 0.08
H -2.25847 -0.41863 -3.66201 0.09
H -2.63005 0.85405 -2.48840 0.07

=====

(5)
48
Properties=species:S:1:pos:R:3:lowdin_charge:R:1 method="wB97M-V/def2-TZVPD" energy_ha=-1301.483948 e_homo_ev=-7.98 multiplicity=1 e_lumo_ev=0.62 homo_lumo_gap_ev=8.6
C -1.99945 -2.61033 1.81447 -0.03
C -2.64711 -1.69120 0.82093 -0.22
C -3.70109 -2.13540 0.04044 -0.05
C -4.34263 -1.27841 -0.83663 -0.08
C -3.96527 0.04828 -0.89380 -0.05
C -2.91987 0.53557 -0.11746 -0.22
C -2.62492 2.00577 -0.13573 -0.03
C -2.22124 -0.35917 0.69947 -0.19
N -1.13376 0.04105 1.49820 0.05
C -0.12444 0.93555 1.28747 -0.83
S 0.49852 1.64583 2.66067 0.66
N 0.38220 1.15480 0.05311 -0.07
C 0.20508 0.22762 -1.04703 -0.12
C 0.60583 -1.22872 -0.74114 -0.10
C 2.03434 -1.36362 -0.30852 -0.23
C 2.38896 -1.34832 1.03537 -0.03
C 3.72855 -1.45384 1.37549 -0.14
N 4.69903 -1.57457 0.48669 0.06
C 4.36468 -1.59451 -0.79194 -0.15
C 3.05847 -1.49298 -1.24101 -0.04
C 1.28676 2.28911 -0.13613 -0.43
C 2.74721 1.86323 -0.26159 -0.04
C 0.86483 3.16121 -1.31795 -0.04
H -0.91260 -2.57363 1.75898 0.07
H -2.28768 -2.32636 2.82810 0.09
H -2.31922 -3.63547 1.64795 0.08
H -4.02339 -3.16292 0.12214 0.11
H -5.15404 -1.63861 -1.45038 0.10
H -4.49930 0.73345 -1.53604 0.11
H -2.12732 2.32349 0.77729 0.08
H -1.99124 2.27127 -0.98123 0.07
H -3.55543 2.56164 -0.23310 0.09
H -1.24041 -0.16506 2.48489 0.11
H 0.82646 0.58545 -1.86744 0.12
H -0.83615 0.21986 -1.38739 0.12
H 0.44230 -1.79977 -1.65797 0.13
H -0.04800 -1.63250 0.02762 0.08
H 1.63992 -1.24739 1.80576 0.10
H 4.04086 -1.43985 2.41132 0.11
H 5.18701 -1.69760 -1.48821 0.10
H 2.83826 -1.51908 -2.29856 0.11
H 1.19228 2.88873 0.77473 0.07
H 2.91912 1.26910 -1.15630 0.07
H 3.37593 2.74796 -0.31140 0.09
H 3.04449 1.28157 0.60670 0.07
H -0.17023 3.47663 -1.21576 0.07
H 0.98521 2.65115 -2.27113 0.07
H 1.48845 4.05099 -1.33396 0.08

=====

Results for ΔE to the lowest compared entry with this formula, charge and spin: 53.27 83.69 19.96 21.03 0.00 (in kcal per mole, following the order of the records).